Entry from the OMol25 dataset: 2 unconnected molecules or ions with the total composition C6H7N in a non-equilibrium geometry (ωB97M-V/def2-TZVPD).

Atoms and positions in Å:
1 C 0.849 -0.844 2.454
2 C 0.487 -0.452 1.378
3 C 0.979 0.496 -0.981
4 C 0.180 1.451 -0.228
5 C 0.154 -0.026 0.150
6 C -1.909 -0.820 -0.437
7 N 1.770 0.409 -1.904
8 H 1.135 -1.368 3.408
9 H 0.744 2.144 0.398
10 H -0.556 1.916 -0.836
11 H -2.299 -0.897 0.534
12 H -1.901 -1.801 -1.055
13 H -1.936 0.163 -0.928
14 H 2.303 -0.370 -1.952

Summary:
Kohn-Sham gap (spin up / spin down)   7.55 / 6.82 eV
E_HOMO (spin up / spin down)   -6.6 / -9.1 eV
Molar mass   93.1 g/mol
Spin multiplicity   3
Max |F|   0.0796 hartree/bohr
E   -287.244280 hartree
Expectation value of S²   2.02